1.
Computed, not measured: a structure of composition C46H44N6P2STeZr, with ωB97M-V with the def2-TZVPD basis set.

```
101
Properties=species:S:1:pos:R:3:lowdin_charge:R:1
Zr -0.359 0.253 0.302 1.2591
N -2.349 4.312 -0.046 0.1431
C -1.985 3.087 0.318 -0.8200
S -0.274 2.765 0.568 0.6279
N -2.930 2.206 0.543 0.0108
N -2.436 1.005 0.930 -0.1586
C -3.247 0.206 1.517 -0.0369
C -2.723 -1.058 2.013 -0.2788
C -3.488 -1.908 2.790 0.0169
C -2.918 -3.080 3.262 -0.0023
C -1.594 -3.349 2.962 -0.0049
C -0.891 -2.442 2.188 -0.0972
N -1.438 -1.325 1.699 -0.0274
H -1.661 4.994 -0.308 0.1062
H -3.323 4.500 -0.225 0.1254
H -4.278 0.497 1.687 0.1479
H -4.513 -1.650 3.020 0.1331
H -3.497 -3.765 3.867 0.1301
H -1.103 -4.242 3.318 0.1254
H 0.150 -2.614 1.966 0.1043
Te -2.083 -0.723 -4.826 1.2971
C -0.583 -1.816 -5.867 -0.5687
C -0.679 -3.193 -6.025 -0.1479
C 0.379 -3.880 -6.607 -0.1327
N 1.492 -3.288 -7.031 0.0740
C 1.552 -1.962 -6.933 -0.1429
C 0.549 -1.186 -6.367 -0.1442
C -1.192 -0.499 -2.941 -1.0225
P -0.831 -1.652 -1.697 0.8124
C 0.834 -2.425 -1.883 -0.3417
C 1.585 -2.679 -0.734 -0.1223
C 2.866 -3.218 -0.812 -0.0923
C 3.423 -3.488 -2.053 -0.0619
C 2.693 -3.220 -3.208 -0.0423
C 1.416 -2.690 -3.121 -0.0986
C -1.961 -3.067 -1.759 -0.3534
C -1.790 -4.026 -2.758 -0.0918
C -2.667 -5.092 -2.863 -0.0544
C -3.722 -5.217 -1.968 -0.0574
C -3.902 -4.267 -0.974 -0.0682
C -3.026 -3.196 -0.873 -0.0955
P -0.656 1.002 -2.279 0.7434
C 1.018 1.521 -2.831 -0.3346
C 1.583 2.776 -2.569 -0.1396
C 2.830 3.104 -3.084 -0.0871
C 3.547 2.177 -3.834 -0.0925
C 3.021 0.912 -4.049 -0.0660
C 1.764 0.591 -3.552 -0.0916
C -1.808 2.307 -2.816 -0.3800
C -1.449 3.472 -3.489 -0.0772
C -2.422 4.378 -3.891 -0.0638
C -3.761 4.129 -3.628 -0.0637
C -4.129 2.957 -2.978 -0.0666
C -3.160 2.051 -2.582 -0.1486
H -1.557 -3.738 -5.698 0.0893
H 0.334 -4.958 -6.720 0.1137
H 2.448 -1.493 -7.328 0.1099
H 0.661 -0.111 -6.312 0.0932
H 1.172 -2.496 0.247 0.0553
H 3.414 -3.444 0.097 0.1112
H 4.415 -3.915 -2.127 0.1122
H 3.117 -3.434 -4.181 0.1145
H 0.870 -2.478 -4.033 0.0705
H -0.962 -3.944 -3.453 0.0833
H -2.529 -5.828 -3.644 0.1149
H -4.406 -6.051 -2.052 0.1145
H -4.729 -4.355 -0.281 0.1087
H -3.197 -2.444 -0.113 0.0762
H 1.048 3.503 -1.976 0.0761
H 3.239 4.092 -2.912 0.1162
H 4.503 2.450 -4.264 0.1165
H 3.567 0.184 -4.638 0.1147
H 1.334 -0.379 -3.760 0.0571
H -0.421 3.671 -3.749 0.0939
H -2.131 5.270 -4.430 0.1129
H -4.517 4.832 -3.951 0.1135
H -5.173 2.742 -2.793 0.1139
H -3.455 1.128 -2.096 0.0961
C 3.940 2.453 0.370 0.0377
N 4.593 1.121 0.217 -0.1674
C 5.438 1.062 -1.009 0.0309
C 3.591 -0.013 0.243 -0.0891
C 2.845 -0.017 1.551 -0.2730
C 3.562 -0.235 2.723 -0.0341
C 2.949 -0.111 3.962 -0.0410
C 1.606 0.231 4.029 -0.0465
C 0.891 0.400 2.849 -0.1757
C 1.477 0.269 1.588 -0.2821
H 4.711 3.219 0.379 0.1166
H 3.380 2.469 1.301 0.1065
H 3.273 2.600 -0.476 0.0837
H 5.198 0.988 1.028 0.1714
H 4.785 1.159 -1.875 0.0791
H 5.958 0.108 -1.036 0.1140
H 6.154 1.879 -0.987 0.1148
H 4.163 -0.927 0.083 0.1256
H 2.934 0.136 -0.615 0.1241
H 4.613 -0.512 2.683 0.1234
H 3.517 -0.273 4.868 0.1199
H 1.123 0.359 4.988 0.1188
H -0.165 0.664 2.942 0.0834
```

Energy above the lowest of the compared OMol25 structures with the same formula, charge and spin = 0.00 kJ/mol
Lowest unoccupied orbital energy = -0.2294 Ha
Electronic energy = -95330.8420 eV
Net charge = +2


2.
Computed, not measured: a structure of composition C46H45F3NOP2S2TeZn in a non-equilibrium geometry, with ωB97M-V with the def2-TZVPD basis set.

```
102
Properties=species:S:1:pos:R:3:lowdin_charge:R:1
Zn -1.003 0.880 1.564 0.5738
S -0.570 -1.013 -1.577 0.1784
P -1.517 -1.888 -0.103 0.3360
C -1.918 -0.913 1.263 -0.5760
P -1.955 -1.567 2.886 0.3452
S -0.485 -1.380 4.168 0.2854
C -2.565 -3.310 2.994 -0.3076
C -3.670 -3.775 2.296 -0.0929
C -4.120 -5.071 2.469 -0.0983
C -3.471 -5.926 3.346 -0.1135
C -2.364 -5.472 4.041 -0.1020
C -1.915 -4.179 3.863 -0.1342
C -3.425 -0.686 3.537 -0.3359
C -3.417 -0.081 4.783 -0.1126
C -4.535 0.607 5.224 -0.1050
C -5.663 0.682 4.424 -0.1142
C -5.665 0.101 3.166 -0.0935
C -4.543 -0.567 2.720 -0.0974
C -0.659 -3.489 0.123 -0.3385
C 0.134 -3.697 1.241 -0.0939
C 0.872 -4.862 1.364 -0.0879
C 0.822 -5.822 0.366 -0.1138
C 0.074 -5.589 -0.781 -0.1036
C -0.647 -4.419 -0.913 -0.1215
C -3.117 -2.411 -0.868 -0.3366
C -3.642 -3.698 -0.895 -0.1250
C -4.792 -3.963 -1.620 -0.1081
C -5.434 -2.949 -2.312 -0.1231
C -4.945 -1.652 -2.246 -0.0997
C -3.798 -1.387 -1.525 -0.1220
H -4.183 -3.127 1.604 0.0864
H -4.982 -5.414 1.911 0.0956
H -3.822 -6.940 3.485 0.0866
H -1.844 -6.127 4.730 0.0912
H -1.054 -3.816 4.407 0.0316
H -2.519 -0.133 5.385 0.0567
H -4.518 1.101 6.188 0.0912
H -6.538 1.215 4.773 0.0856
H -6.530 0.183 2.519 0.0939
H -4.511 -0.973 1.718 0.0867
H 0.177 -2.935 2.011 0.0471
H 1.490 -5.016 2.239 0.0984
H 1.377 -6.749 0.465 0.0869
H 0.063 -6.319 -1.584 0.0913
H -1.188 -4.207 -1.827 0.1008
H -3.154 -4.499 -0.355 0.0932
H -5.183 -4.973 -1.653 0.0907
H -6.318 -3.171 -2.898 0.0846
H -5.458 -0.857 -2.774 0.0932
H -3.383 -0.387 -1.482 0.0870
F -2.583 2.589 3.272 -0.0157
C -2.245 2.608 1.937 -0.5027
F -1.648 3.847 1.786 -0.0318
F -3.476 2.812 1.321 -0.0338
C 2.838 1.247 2.054 -0.0269
C 1.338 1.226 1.833 -0.7281
O 0.581 1.303 2.836 -0.1126
N 0.827 1.140 0.647 -0.2586
Te 1.874 1.200 -1.221 1.5547
C 3.519 1.344 -2.939 -0.2722
C 3.260 2.141 -4.056 -0.3015
C 2.117 3.112 -4.048 -0.0710
C 4.024 2.025 -5.212 -0.0347
C 5.063 1.116 -5.303 -0.2925
C 5.869 0.976 -6.567 -0.0684
C 5.327 0.324 -4.196 -0.0372
C 4.566 0.423 -3.037 -0.3163
C 4.872 -0.506 -1.894 -0.0791
C 2.172 3.267 -0.771 -0.3622
C 3.415 3.810 -0.465 -0.3087
C 4.666 2.991 -0.524 -0.0837
C 3.514 5.149 -0.102 -0.0278
C 2.397 5.960 -0.023 -0.2783
C 2.504 7.395 0.412 -0.0629
C 1.164 5.410 -0.346 -0.0094
C 1.037 4.082 -0.724 -0.2991
C -0.309 3.559 -1.100 -0.0822
H 3.038 1.067 3.108 0.0763
H 3.228 2.221 1.763 0.0631
H 3.302 0.474 1.441 0.0566
H 1.185 2.566 -3.900 0.0648
H 2.061 3.655 -4.991 0.0698
H 2.221 3.827 -3.235 0.0677
H 3.778 2.639 -6.074 0.1034
H 5.481 1.633 -7.343 0.0639
H 5.834 -0.050 -6.935 0.0718
H 6.913 1.232 -6.388 0.0706
H 6.127 -0.407 -4.252 0.1067
H 5.638 -1.227 -2.177 0.0668
H 3.970 -1.044 -1.604 0.0637
H 5.229 0.045 -1.024 0.0637
H 4.417 1.946 -0.352 0.0129
H 5.391 3.332 0.215 0.0795
H 5.114 3.059 -1.516 0.0847
H 4.489 5.562 0.129 0.1072
H 3.549 7.686 0.519 0.0642
H 2.009 7.529 1.375 0.0783
H 2.026 8.057 -0.313 0.0725
H 0.279 6.031 -0.294 0.1174
H -1.074 4.316 -0.945 0.0796
H -0.554 2.693 -0.489 0.0314
H -0.321 3.248 -2.145 0.0655
```

<S²> = 0.764
Energy above the lowest of the compared OMol25 structures with the same formula, charge and spin = 127.48 kJ/mol
Spin multiplicity = 2
Lowest unoccupied orbital energy (spin up / spin down) = 0.1388 / 0.1214 Ha
Electronic energy = -156083.7115 eV
Net charge = -2


Question: electronic energy of number 2 (C46H45F3NOP2S2TeZn)?
Answer: -156083.7115 eV


Question: Which of these has the lowest energy above the lowest of the compared OMol25 structures with the same formula, charge and spin?
Answer: C46H44N6P2STeZr


Question: The highest net charge belongs to which entry?
Answer: C46H44N6P2STeZr